Entry i
DFT (ωB97M-V with the def2-TZVPD basis set) results for 2 unconnected molecules or ions with the total composition C3H12N2.

Computed properties:
Charge: +1
Spin multiplicity: 2
Expectation value of S²: 0.7598

Each line ends with the Löwdin spin population.
Positions of all 17 atoms, in Å:
C  4.1016  -1.9290  4.5704  0.000
C  4.4783  -3.3727  4.2116  0.000
H  3.6061  -1.9145  5.6808  0.000
H  3.3868  -1.3942  3.8999  0.000
H  4.9783  -1.2611  4.7057  0.000
H  5.3544  -3.9809  4.6817  0.000
H  3.4816  -3.8846  3.9662  0.000
H  4.8266  -3.2958  3.0542  0.000
N  -2.0276  2.0896  -2.3274  0.532
C  -2.6997  1.7731  -3.5746  0.017
N  -4.1549  1.6064  -3.3398  0.406
H  -1.7865  3.0487  -2.1848  0.012
H  -2.0258  1.4525  -1.5470  0.009
H  -2.4359  2.4600  -4.3245  0.002
H  -2.4530  0.6851  -3.8967  0.012
H  -4.4223  0.8765  -2.6642  0.008
H  -4.5132  2.5080  -2.9449  0.001



Entry ii
DFT (ωB97M-V with the def2-TZVPD basis set) results for 2 unconnected molecules or ions with the total composition C3H12N2.

Computed properties:
Charge: +1
Spin multiplicity: 2
Expectation value of S²: 0.7544

Each line ends with the Löwdin spin population.
Positions of all 17 atoms, in Å:
C  -1.2366  -1.8522  -1.4827  0.097
N  -0.9988  -1.5434  -0.0599  0.791
H  -1.3099  -0.9367  -2.0586  0.026
H  -0.5458  -2.4736  -2.0516  0.033
H  -2.2520  -2.2233  -1.5774  0.003
H  -0.6527  -0.7650  0.5980  0.017
H  -1.7241  -1.9468  0.5380  0.017
C  -0.0242  1.6637  -0.1436  0.000
N  0.3741  0.7508  0.9598  0.010
C  1.8105  0.6061  1.1563  0.004
H  -0.8050  2.3031  0.2742  0.000
H  -0.2656  1.0916  -1.0358  0.000
H  0.8167  2.3387  -0.3701  0.000
H  -0.0583  1.0660  1.8204  0.000
H  2.2825  1.6280  1.3128  0.002
H  2.2409  -0.0756  1.8801  0.000
H  2.3483  0.3685  0.2402  0.000



Relative energies, kcal/mol: entry i 10.0; entry ii 0.0.



Entry i
DFT (ωB97M-V with the def2-TZVPD basis set) results for a single C4H9NO2 molecule.

Computed properties:
Charge: 0

Each line ends with the natural charge from an NBO analysis.
Positions of all 16 atoms, in Å:
C  -1.1855  1.1473  -0.2082  -0.626
C  -0.3959  0.1335  0.6227  -0.113
C  -0.6356  -1.2936  0.1337  -0.067
O  0.0520  -2.2588  0.8827  -0.715
N  1.0439  0.5062  0.6912  -0.136
C  1.7030  0.7203  -0.5458  0.050
O  1.9490  -0.5002  0.0760  -0.419
H  -0.9481  2.1781  0.0753  0.223
H  -2.2587  1.0014  -0.0519  0.225
H  -0.9958  1.0343  -1.2825  0.202
H  -0.7316  0.1946  1.6640  0.207
H  -1.7042  -1.5095  0.2421  0.188
H  -0.3931  -1.3536  -0.9396  0.156
H  0.9897  -2.1168  0.6907  0.485
H  2.4978  1.4629  -0.5086  0.176
H  1.1490  0.6612  -1.4832  0.163



Entry ii
DFT (ωB97M-V with the def2-TZVPD basis set) results for 2 unconnected molecules or ions with the total composition C4H9NO2.

Computed properties:
Charge: 0

Each line ends with the natural charge from an NBO analysis.
Positions of all 16 atoms, in Å:
C  -0.7806  -0.5376  -0.4426  0.155
C  -1.5843  0.5883  -0.8852  -0.779
C  -1.6060  -1.6396  0.1091  -0.776
C  2.1099  1.4581  2.2203  -0.342
N  0.0185  0.4830  1.9963  0.369
O  0.5177  -0.5274  2.4202  -0.337
O  0.7207  1.6034  1.9642  -0.318
H  -2.4574  0.8788  -0.3226  0.219
H  -0.8786  1.3681  -1.0853  0.223
H  -1.7808  0.1949  -1.9205  0.259
H  -1.6501  -1.0680  0.9982  0.264
H  -2.5407  -1.9566  -0.3212  0.204
H  -1.2575  -2.6419  0.2515  0.217
H  2.4906  2.2698  2.8538  0.209
H  2.5422  1.5707  1.2305  0.201
H  2.3318  0.3567  2.5423  0.234



Relative energies, kcal/mol: entry i 0.0; entry ii 108.8.